Density functional theory data (the ωB97M-V functional and the def2-TZVPD basis) for a structure of composition C42H63AsI2N4OSSi3Ta at a distorted geometry.

Each line ends with the Mulliken charge.
CARTESIAN COORDINATES (ANGSTROEM)
As (-0.27824, 0.53723, 1.83781)  0.93
H (-2.42603, 4.31239, 0.64386)  0.65
C (-3.00507, -2.48200, 1.58158)  -1.46
C (2.05060, -4.84465, -1.10416)  -1.11
H (2.85900, 0.99501, 0.05006)  -0.48
C (-2.61558, 2.23790, -4.88871)  -0.46
H (3.59108, 0.08168, -3.68815)  0.36
C (-3.06502, -1.60220, -2.39107)  -0.44
H (-3.01067, 2.23226, 3.99679)  0.30
H (-2.86441, -2.52600, 2.66067)  0.61
N (-1.66185, -1.95045, -2.08958)  0.09
H (6.11845, -3.04223, -0.82185)  0.48
H (-2.61413, -4.33522, -0.33693)  0.73
C (3.56701, -1.06403, -1.86613)  0.49
H (-0.51367, -2.77880, 3.19666)  0.02
H (0.51099, 4.13938, 3.11847)  0.37
H (2.32589, -6.23221, 0.51553)  0.48
C (-3.66966, 2.46509, -2.34721)  -0.10
H (2.29332, -5.56730, -1.87273)  0.50
H (2.81542, -1.69495, 2.81903)  0.13
H (2.70304, 3.09095, 3.09989)  0.45
C (-0.53506, 3.96395, 3.36261)  -1.43
C (2.87435, -0.77283, 3.39311)  -1.02
H (-3.60198, -3.34855, 1.30171)  0.66
C (-3.05372, 2.34992, 2.91360)  -0.83
H (-2.97552, -1.45739, 5.16194)  0.49
C (2.06773, 3.95347, -0.20319)  -1.20
H (-0.89672, -4.70803, -0.28342)  0.57
Si (2.32175, 0.73463, 2.48386)  0.45
C (2.21800, -0.57061, -1.56217)  -0.63
H (7.04751, -2.33334, -2.99968)  0.44
H (3.89243, 1.96886, 1.08748)  0.71
C (1.73804, -3.54313, -1.45818)  -0.44
N (-3.24051, -0.73826, -0.11747)  0.57
C (1.45669, -2.97552, 0.84634)  0.14
H (0.94168, 2.52056, 0.88716)  0.26
H (-3.08758, -0.60604, -2.81515)  -0.08
C (-3.61016, 3.17483, -4.64483)  -0.88
C (5.38318, -1.06719, -3.47193)  -0.89
C (1.22570, 2.49957, -2.34284)  0.92
C (1.42702, -2.58535, -0.48706)  0.71
I (-4.66422, 2.56577, -0.51555)  0.12
C (2.48157, 4.34273, -1.46610)  -1.14
H (-3.27839, -0.37542, 1.88931)  -1.29
H (-0.27829, 1.67915, 4.93431)  -0.15
I (-4.27818, 4.41145, -6.15835)  0.22
Si (-0.96762, -0.55069, 4.18394)  0.88
H (2.38081, 4.49007, 0.68266)  0.65
C (-1.52053, 3.70165, 0.59553)  -0.49
H (-3.48931, -2.28257, -3.13434)  0.64
Si (-1.39075, 2.78616, 2.21473)  0.76
H (3.92342, -2.23629, -0.08787)  0.59
C (1.25667, 2.84783, -0.08932)  -1.88
O (-2.00742, 0.92083, -1.52695)  0.87
H (-4.71948, -1.22421, 1.33205)  0.49
H (2.98220, 1.99490, 4.45177)  0.45
H (-1.13155, -1.72608, -2.92326)  0.17
H (-0.34169, -3.52867, -2.11558)  0.05
H (3.12130, 5.20432, -1.60638)  0.49
H (-3.46000, -0.61704, 3.69825)  0.45
H (-1.06417, 4.91332, 3.22312)  0.49
H (0.86195, -2.20643, 4.13179)  0.26
H (-4.89664, -1.26467, -1.35369)  0.51
C (2.05923, 3.59261, -2.54296)  -1.27
C (-1.61941, -3.91366, -0.47291)  -1.40
H (1.63190, 1.58892, -4.21346)  0.47
H (-3.05709, 0.30184, 5.13308)  0.48
C (-3.88188, -1.60282, -1.13109)  -1.12
H (-0.60791, 3.70931, 4.42020)  0.42
C (2.06943, -5.21865, 0.23704)  -1.14
H (-0.77775, 0.53077, -5.23440)  0.66
H (0.09713, 2.41852, -4.10660)  0.71
H (-3.96703, -2.61295, -0.73439)  0.43
H (-3.56135, 0.21699, -0.24968)  -0.69
N (0.06743, 0.50896, -3.27100)  0.01
H (3.93629, -0.59030, 3.59868)  0.56
H (2.37755, 3.83830, -3.54845)  0.62
C (1.18360, -1.15530, -0.89420)  2.29
H (0.68597, -0.27872, -3.43122)  0.32
C (-3.63297, -1.14841, 1.21648)  0.59
H (-2.23011, 2.11302, -5.89361)  0.55
C (6.08445, -1.96107, -2.67589)  -0.66
H (-3.48984, 1.45145, 2.48454)  0.18
C (5.55485, -2.37043, -1.45589)  -1.07
C (3.38404, 1.00657, 0.99639)  -0.46
H (0.93765, 0.48116, 5.39397)  0.24
C (4.14045, -0.61423, -3.06060)  -0.61
H (-0.67855, 4.38290, 0.47577)  0.32
H (-1.96849, -3.98634, -2.57847)  0.60
C (-2.11143, 1.44495, -3.86666)  0.33
H (1.25775, -2.23499, 1.60895)  0.07
C (-1.07728, 0.40202, -4.19102)  -1.39
C (-4.16681, 3.25599, -3.37478)  -0.32
H (-1.49667, -0.59665, -4.11973)  0.92
H (-0.57296, -2.80480, 4.96172)  0.60
C (0.77106, 1.75584, -3.56125)  -1.60
C (-0.13154, 0.66169, 5.29075)  -0.79
C (1.78162, -4.27679, 1.21256)  -0.91
C (2.31629, 2.20570, 3.60947)  -1.11
Ta (-0.73349, -0.12451, -0.61592)  -0.88
C (-2.78441, -0.57350, 4.54388)  -1.28
C (4.31014, -1.92579, -1.04936)  0.17
H (1.34228, 2.44707, 4.01212)  0.11
H (1.81476, -4.55349, 2.25953)  0.51
H (-4.98632, 3.93451, -3.18110)  0.46
H (-0.58387, 0.59137, 6.28465)  0.50
H (-1.58482, 3.08197, -0.29633)  -0.36
C (-0.22370, -2.23516, 4.09343)  -0.62
H (4.14449, 0.22281, 0.95247)  0.44
H (-3.74066, 3.17444, 2.70048)  0.44
N (0.81466, 2.11443, -1.12639)  1.74
H (2.37733, -0.91602, 4.35006)  0.41
S (-1.38059, -2.69178, 0.83043)  0.59
C (-2.59040, 1.60905, -2.56860)  -0.45
H (5.80717, -0.71850, -4.40388)  0.48
C (-1.38505, -3.38351, -1.87629)  -0.88
H (2.06879, 0.41666, -1.96413)  0.12
H (1.78314, -3.24899, -2.50220)  0.46

gap between HOMO and LUMO = 6.12 eV
total charge = +3
HOMO = -14.94 eV

Density functional theory data (the ωB97M-V functional and the def2-TZVPD basis) for a cluster of 2 separate species, C3H3NOS in total at a distorted geometry.

Each line ends with the Mulliken charge.
CARTESIAN COORDINATES (ANGSTROEM)
H (0.35851, 0.50027, 1.15594)  0.25
H (2.33149, -1.63983, 1.06413)  0.14
N (-2.36889, -1.70861, -0.33329)  -0.33
C (-1.64236, -0.79723, -0.26013)  0.12
C (0.66410, 0.62348, 0.06762)  -0.24
S (1.82255, -0.63319, -0.56967)  -0.20
O (-1.34498, 1.45125, -0.51899)  -0.44
H (0.91751, 1.79547, -0.24746)  0.30
C (-0.73794, 0.40838, -0.35816)  0.40

gap between HOMO and LUMO = 8.50 eV
HOMO = -10.07 eV

Density functional theory data (the ωB97M-V functional and the def2-TZVPD basis) for an isolated molecule of C4H6ClNO2S at a distorted geometry.

Each line ends with the Mulliken charge.
CARTESIAN COORDINATES (ANGSTROEM)
H (-0.24881, -2.34985, -0.85910)  0.46
H (0.81113, -0.83586, 1.43904)  0.32
C (-0.21457, -1.52478, -0.28369)  -0.35
C (1.00882, -1.04239, 0.33449)  -0.24
C (-1.25522, 0.59897, 0.39785)  -0.89
N (-0.33453, 1.41027, -0.38374)  -0.20
H (-0.56752, 1.71541, -1.28079)  0.26
Cl (2.48299, -1.85551, -0.01187)  -0.15
H (-2.10414, -1.14867, -0.79475)  0.43
O (2.16451, 1.53193, -1.13328)  -0.59
C (-1.31505, -0.78180, -0.23771)  -0.19
H (-2.30687, 0.91848, 0.30338)  0.32
S (1.25427, 1.16287, -0.09064)  0.97
H (-0.80393, 0.46924, 1.32706)  0.44
O (1.42894, 1.73171, 1.27374)  -0.59

gap between HOMO and LUMO = 9.16 eV
HOMO = -9.37 eV
structure (SMILES) = O=S1(=O)NCC=C[C@H]1Cl

Density functional theory data (the ωB97M-V functional and the def2-TZVPD basis) for a structure of composition C46H32Br4Cl5MnNO3P2S2.

Each line ends with the Löwdin spin population.
CARTESIAN COORDINATES (ANGSTROEM)
Cl (0.10115, 5.49380, -4.35732)  0.00
C (-0.16340, 3.25270, -2.82001)  0.01
C (-2.29529, 0.43038, 3.33636)  0.00
H (-2.72277, -2.18009, -1.10672)  0.00
C (2.13585, 1.95922, 2.84872)  0.00
H (0.61414, -0.49631, 3.26419)  0.00
H (2.16682, 1.05104, 3.43725)  0.00
C (1.09755, -2.79554, -4.74270)  0.00
H (-0.63708, -6.65194, -0.79950)  0.00
Cl (3.16639, 5.22991, -3.86256)  0.00
Br (-4.50494, 4.34666, 0.66593)  0.00
C (-5.70356, 0.51983, 1.82360)  0.00
C (-0.89170, -3.26515, -0.90328)  0.00
C (-3.05619, -4.30329, -1.10910)  0.00
H (-4.12790, -4.20040, -1.22127)  0.00
C (2.07189, 4.07694, -3.17511)  0.00
H (0.76445, -4.63431, -0.73895)  0.00
C (-0.31328, -4.53507, -0.81878)  0.00
H (3.00068, -2.98023, -5.72577)  0.00
Cl (2.31263, 0.83377, -0.88931)  0.01
C (0.26314, 2.17347, -2.04049)  0.02
Br (-7.10087, -0.30633, 2.80622)  0.00
C (-1.09793, -5.67307, -0.86501)  0.00
C (-1.47801, 1.40760, 2.77095)  0.00
Cl (4.25525, 2.88296, -2.11784)  0.00
C (3.94983, -1.93415, 4.24222)  0.00
H (-4.47607, 2.38863, 5.03434)  0.00
C (-2.81259, 3.09598, 3.87184)  0.00
C (2.75245, -1.73106, 3.56691)  0.00
H (1.81806, -1.87304, 4.09372)  0.00
C (3.14719, 2.89642, 3.00969)  0.00
H (6.10698, -1.29458, 1.72359)  0.00
Br (-4.52851, -2.12064, 1.67696)  0.00
P (-0.21947, 0.98675, 1.50898)  0.02
H (3.92554, -2.21926, 5.28733)  0.00
C (3.20368, -2.41651, -3.66406)  0.00
C (-4.62550, 2.47171, 0.91614)  0.00
C (0.39708, -0.62784, 2.20461)  0.00
C (2.54390, -2.12285, -2.47736)  0.00
S (-2.29044, -1.03642, -5.79109)  0.01
C (3.97975, -1.21083, 1.57501)  0.00
H (0.50946, -3.01812, -5.62403)  0.00
H (-1.15633, 3.52643, 2.59617)  0.00
P (0.14558, -1.74635, -0.92473)  0.02
C (1.11087, 2.17350, 1.93236)  0.00
C (0.22118, 0.42008, -5.27330)  0.00
C (1.63975, 2.11678, -1.87031)  0.01
S (-2.93173, -0.02945, -3.02180)  0.03
C (1.10965, 3.35780, 1.19276)  0.00
C (-3.62071, 2.11398, 4.42910)  0.00
C (1.15556, -2.18149, -2.40151)  0.00
H (0.54142, -0.57835, -5.57006)  0.00
C (0.70032, 4.18846, -3.38747)  0.00
H (-3.03311, 4.14261, 4.04223)  0.00
H (3.13313, -1.82679, -1.61947)  0.00
C (-3.57632, 0.29225, 0.62377)  0.00
H (1.06286, 0.98778, -4.87437)  0.00
C (-1.75123, 2.74620, 3.05358)  0.00
C (2.11024, 4.30265, 1.36305)  0.00
C (-2.26819, -3.15745, -1.05205)  0.00
C (-5.68643, 1.88393, 1.62777)  0.00
H (0.32593, 3.52102, 0.45951)  0.00
H (-3.09430, -6.44628, -1.05551)  0.00
H (2.25956, -2.46943, 0.06959)  0.00
C (-2.47725, -5.55625, -1.01263)  0.00
H (4.28536, -2.36103, -3.69916)  0.00
H (0.88423, -3.05226, 0.99362)  0.00
H (-0.64281, -2.51399, -3.54585)  0.00
Mn (-1.29651, 0.77507, -1.11651)  4.68
H (6.09426, -1.94382, 4.12113)  0.00
H (-2.16476, -0.61297, 3.07960)  0.00
O (-2.55249, 2.23637, -0.21167)  0.06
H (3.94896, 2.70436, 3.71333)  0.00
C (2.48498, -2.76079, -4.79860)  0.00
H (3.98813, -0.88310, 0.54303)  0.00
C (-1.91382, -0.22597, -4.37326)  0.01
H (-0.20951, 0.92536, -6.13859)  0.00
C (5.16339, -1.78766, 3.59063)  0.00
C (-3.56781, 1.72513, 0.39666)  0.01
C (3.13811, 4.06835, 2.26630)  0.00
H (2.09889, 5.20977, 0.77092)  0.00
C (2.55145, 3.02778, -2.40440)  0.00
O (-0.71497, 0.36472, -4.20792)  0.01
C (-4.64920, -0.26046, 1.31164)  0.00
C (2.74873, -1.35503, 2.22346)  0.00
C (0.44180, -2.50631, -3.55768)  0.00
N (1.56827, -1.11611, 1.48224)  0.00
C (-3.35485, 0.78070, 4.16201)  0.00
Br (-7.06429, 2.97914, 2.33639)  0.00
C (1.30456, -2.16656, 0.49431)  0.00
O (-2.53490, -0.38264, 0.22974)  0.05
H (-4.00540, 0.00524, 4.54922)  0.00
H (-0.43088, -1.34140, 2.13256)  0.00
C (5.16818, -1.42996, 2.24685)  0.00
H (3.93473, 4.79328, 2.38381)  0.00
Cl (-1.86060, 3.45240, -3.11478)  0.01

gap between HOMO and LUMO (spin up / spin down) = 5.61 / 5.63 eV
total charge = -2
⟨S²⟩ = 8.755
HOMO (spin up / spin down) = -1.92 / -1.94 eV
spin multiplicity = 6

Density functional theory data (the ωB97M-V functional and the def2-TZVPD basis) for a structure of composition C22H45N2O2P3RuS at a distorted geometry.

Each line ends with the Löwdin spin population.
CARTESIAN COORDINATES (ANGSTROEM)
H (-0.41090, 5.90206, -1.97087)  0.00
H (3.65972, -0.91523, 3.44819)  0.00
C (4.30625, -0.00708, -1.80488)  0.05
H (-1.59421, 3.80231, -3.74324)  0.02
H (2.52025, -4.07800, -4.51919)  0.02
H (-2.20678, -2.50829, -0.19751)  0.00
P (1.62050, 0.27442, 3.43109)  0.13
H (-3.01960, 2.12724, -1.41708)  0.00
C (0.56376, -3.97486, -1.91411)  0.09
C (1.27392, 1.99988, 3.03539)  0.01
H (0.13783, 3.43527, -3.42231)  0.00
H (3.29225, 0.55022, -3.65607)  0.00
C (-5.11518, 1.19906, 0.92552)  0.00
H (3.35302, -2.51918, -4.20460)  0.00
H (2.36478, 2.69108, -2.72368)  0.00
N (-3.20657, -1.86073, 1.57837)  0.00
H (0.47428, -5.00377, -2.28874)  0.02
H (-5.49032, -2.01921, 1.69217)  0.00
S (-2.35883, 0.70730, 1.94128)  0.02
C (2.43906, -3.10965, -4.01489)  0.09
H (0.37916, -3.95711, -0.82121)  0.00
H (3.44432, -0.05187, 5.00697)  0.00
O (-0.31822, -0.34214, -1.55959)  0.09
H (2.93909, 3.36646, -0.40219)  0.01
H (3.97870, 0.85013, 3.54657)  0.00
C (-1.34515, 5.49700, -1.55251)  0.09
C (3.53514, 0.83949, -2.63629)  0.02
H (4.43880, -3.60479, -1.51532)  0.00
H (-3.19629, 3.34565, -0.12663)  0.00
P (2.18535, -3.18933, -2.20466)  0.61
H (-2.19878, 5.66423, -2.20576)  0.02
N (-4.69250, -0.19223, 1.01295)  0.01
C (-0.89861, 3.22044, -3.12687)  0.09
Ru (2.67151, 0.56653, -0.88552)  0.63
C (4.60700, 0.37261, -0.47658)  0.04
H (-0.62074, -0.21734, 4.18953)  0.00
H (-4.79524, 1.74664, 1.82020)  0.00
C (-3.17787, -2.59899, 0.31404)  0.00
H (-6.68109, -0.73017, 1.31280)  0.00
C (3.34090, 2.43234, -0.79186)  0.05
H (-3.35800, -3.65657, 0.53884)  0.00
C (-3.45480, -0.49240, 1.47575)  0.00
C (-2.18558, -2.30303, 2.52168)  0.00
H (-5.88578, -1.61631, -0.00974)  0.00
H (-1.17296, -2.06928, 2.16251)  0.00
C (3.33892, 0.02887, 3.91325)  0.01
H (0.49871, -1.62858, 4.33381)  0.00
H (0.58425, -0.28263, 5.53528)  0.01
H (1.59217, -2.54307, -4.44417)  0.00
H (-1.49953, 5.91012, -0.54374)  0.00
H (1.48297, 2.67354, 3.88021)  0.00
C (-5.74965, -1.20869, 1.00081)  0.00
H (4.29511, 1.88208, 1.06275)  0.00
C (4.12045, 1.59504, 0.01943)  0.03
P (-1.19090, 3.71058, -1.36933)  0.63
H (4.60858, -0.98883, -2.18425)  0.01
H (1.89580, 2.29253, 2.17204)  0.01
H (-2.34425, -1.80126, 3.48097)  0.00
H (-4.68387, 1.69713, 0.04960)  0.00
H (-2.28718, -3.38543, 2.65312)  0.00
O (1.33416, -1.41349, 1.14372)  0.35
H (-1.07741, 2.14341, -3.25097)  0.00
H (-3.96168, -2.23681, -0.35315)  0.00
H (-0.20948, -3.33353, -2.38362)  0.00
C (3.51652, -4.21484, -1.48886)  0.09
C (1.69048, -0.40793, 1.64139)  0.38
C (0.40164, -0.53617, 4.47217)  0.03
H (-6.20222, 1.20960, 0.85100)  0.00
C (3.01382, 2.05673, -2.11761)  0.02
C (0.76142, -0.02446, -1.32188)  0.15
H (-3.51223, 3.82460, -1.84956)  0.02
H (0.21801, 2.09666, 2.74565)  0.00
H (3.29446, -4.40216, -0.42176)  0.00
C (-2.91874, 3.19480, -1.17793)  0.09
H (5.14505, -0.31075, 0.17899)  0.01
H (3.70303, -5.16990, -1.98931)  0.02

gap between HOMO and LUMO (spin up / spin down) = 5.63 / 3.45 eV
total charge = +4
⟨S²⟩ = 6.012
HOMO (spin up / spin down) = -17.53 / -17.51 eV
spin multiplicity = 5

Density functional theory data (the ωB97M-V functional and the def2-TZVPD basis) for a cluster of 3 separate species, C3H11ClN5O in total at a distorted geometry.

Each line ends with the Löwdin spin population.
CARTESIAN COORDINATES (ANGSTROEM)
C (-0.61144, -0.06144, -2.18435)  0.00
N (1.16321, -1.05195, 0.38926)  0.43
Cl (0.93880, 3.57784, -2.65325)  0.00
H (1.29321, 4.13141, -1.48973)  0.00
N (0.62152, 0.25328, -1.77624)  0.03
H (-1.26766, 0.77128, -2.65776)  0.00
H (-0.79665, -1.84748, 2.69136)  0.00
O (-1.41180, 0.55416, 0.18275)  0.58
N (-1.00123, -1.32438, -2.29861)  -0.01
C (-0.74226, 0.21248, 1.13500)  0.31
H (-1.84275, -1.54061, -2.80651)  0.00
H (-0.57137, -2.10678, -1.83463)  0.00
H (-1.50518, 1.76485, 2.26473)  0.01
H (-0.36806, 0.83904, 3.07080)  0.00
C (0.21109, -0.93853, 1.23520)  0.29
H (0.56431, -2.64028, 2.21512)  0.01
H (0.81514, 1.21411, -1.55762)  0.00
H (1.77132, -1.76347, 0.37450)  0.03
N (-0.90486, 0.94054, 2.29022)  0.14
N (0.00288, -1.89570, 2.18033)  0.16
H (1.23576, -0.32535, -1.10726)  0.00

gap between HOMO and LUMO (spin up / spin down) = 6.43 / 5.35 eV
total charge = +1
⟨S²⟩ = 2.012
HOMO (spin up / spin down) = -9.03 / -12.81 eV
spin multiplicity = 3

Energy relative to the best compared isomer or geometry (same formula, charge and spin), respectively: 102.8 378.4 95.2 22.6 152.3 0.0 kJ/mol.
DFT total energy, respectively: -165623.6902 -17528.0189 -33185.0203 -470209.5612 -71857.4701 -25299.1978 eV.